(1)
A molecular structure, C2H2FOSn at a distorted geometry. Source: the OMol25 dataset; level of theory: the ωB97M-V functional and the def2-TZVPD basis.

```
7
Properties=species:S:1:pos:R:3:nbo_charge:R:1
C -0.157 0.451 -0.006 0.557
C -0.621 -0.738 0.429 -0.432
F -1.066 1.382 -0.415 -0.311
O 0.902 0.455 -0.762 -0.983
H -1.678 -0.976 0.330 0.254
H 0.068 -1.478 0.832 0.213
Sn 2.552 0.903 -0.407 1.702
```

Kohn-Sham gap in eV: 6.7
LUMO in eV: -6.8
Charge: +1
ΔE to the lowest compared entry with this formula, charge and spin in kcal/mol: 0.00
Strongest force on any atom in eV/Å: 7.11

(2)
A molecular structure, C2H2FOTl at a distorted geometry. Source: the OMol25 dataset; level of theory: the ωB97M-V functional and the def2-TZVPD basis.

```
7
Properties=species:S:1:pos:R:3:lowdin_charge:R:1
C 0.584 -1.124 -0.103 0.197
C 1.206 0.051 -0.305 -0.028
O 0.661 1.110 0.279 -0.096
H 0.934 -2.142 0.019 0.199
F -0.832 -1.010 0.000 -0.049
H 2.289 0.043 -0.477 0.207
Tl -1.203 0.989 0.069 1.570
```

Kohn-Sham gap (alpha / beta) in eV: 8.2 / 7.2
LUMO (alpha / beta) in eV: -14.4 / -14.5
Charge: +2
ΔE to the lowest compared entry with this formula, charge and spin in kcal/mol: 28.92
Strongest force on any atom in eV/Å: 10.11

(3)
A molecular structure, C2H2FYb at a distorted geometry. Source: the OMol25 dataset; level of theory: the ωB97M-V functional and the def2-TZVPD basis.

```
6
Properties=species:S:1:pos:R:3:nbo_charge:R:1
F -1.837 -0.177 -0.098 -0.368
H -0.589 -1.212 -0.310 0.415
C 0.424 -0.410 0.166 -0.619
C -0.402 0.574 0.414 0.092
H -0.486 1.592 0.035 0.264
Yb 2.890 -0.368 -0.207 1.216
```

Kohn-Sham gap (alpha / beta) in eV: 6.8 / 5.7
LUMO (alpha / beta) in eV: -4.4 / -8.5
Charge: +1
2S+1: 3
Strongest force on any atom in eV/Å: 3.50
Expectation value of S²: 2.02

(4)
2 unconnected molecules or ions with the total composition C2H2I2NO at a distorted geometry. Source: the OMol25 dataset; level of theory: the ωB97M-V functional and the def2-TZVPD basis.

```
8
Properties=species:S:1:pos:R:3:nbo_charge:R:1
C 0.545 0.045 -0.205 -0.104
C -0.210 -1.075 -0.798 -0.130
N 1.049 -0.581 -1.184 0.088
O 1.860 -0.509 -2.117 -0.509
I -3.703 0.231 -0.278 -0.194
I 0.282 -3.044 0.581 -0.512
H 0.970 0.804 0.376 0.204
H -2.595 -0.860 -0.560 0.157
```

Kohn-Sham gap in eV: 6.2
LUMO in eV: 2.8
Charge: -1
ΔE to the lowest compared entry with this formula, charge and spin in kcal/mol: 63.19
Strongest force on any atom in eV/Å: 1.95